P) DFT (wB97M-V/def2-TZVPD) results for the ion C20H20F3 with charge +1.

The geometry in XYZ format:
```
43
Properties=species:S:1:pos:R:3:mulliken_charge:R:1
C -1.17889 3.13873 0.88407 -1.322
C -1.49627 2.02419 0.01109 0.399
C -2.48232 0.89389 0.37221 0.417
C -2.55235 0.11881 -1.00848 -0.532
C -1.75980 0.86662 -2.10268 -0.715
C -1.00793 2.00320 -1.38040 -0.632
H -0.37873 3.71426 0.40214 0.432
H -2.02076 3.82759 1.02812 0.345
H -0.83423 2.81402 1.86702 0.349
H -3.43981 1.33119 0.66559 0.661
H -2.23025 -0.92569 -0.96536 0.060
H -3.60767 0.18320 -1.25033 0.400
H -1.05580 0.21642 -2.63665 0.313
H -2.43396 1.27884 -2.86479 0.315
H -1.15270 2.95901 -1.91777 0.399
H 0.08617 1.82848 -1.42303 0.397
F -7.86316 0.71303 4.46757 -0.250
C -6.79856 1.05835 5.24637 0.793
F -6.88884 2.39823 5.46915 -0.268
F -6.99604 0.43968 6.46725 -0.242
C -5.48728 0.66223 4.59719 0.324
C -4.38942 1.51400 4.59259 -0.588
C -3.29335 1.24053 3.74903 -0.714
C -3.31951 0.16620 2.81929 -0.508
C -2.18546 0.11392 1.63424 1.019
C -1.69909 -1.29221 1.31810 -0.597
C -0.32247 -1.52401 1.29752 -0.305
C 0.15719 -2.63458 0.61435 -0.698
C -0.72585 -3.58155 0.10065 -0.563
C -2.09932 -3.44757 0.33105 -0.860
C -2.58844 -2.30131 0.94780 -0.228
C -4.24906 -0.85258 3.16372 -0.206
C -5.39803 -0.55412 3.91895 -1.047
H -4.40466 2.43038 5.18044 0.435
H -2.40349 1.87894 3.84678 0.348
H -1.39015 0.73457 2.06207 0.577
H 0.35856 -0.83184 1.78145 0.425
H 1.22704 -2.73407 0.45007 0.417
H -0.34712 -4.43475 -0.47143 0.400
H -2.79570 -4.20716 -0.01022 0.387
H -3.66325 -2.17420 1.08405 0.532
H -4.11857 -1.90902 2.90003 0.694
H -6.23731 -1.23380 3.94642 0.437
```

Summary:
- LUMO level (eV) = -6.1
- HOMO (eV) = -12.15
- HOMO-LUMO gap (eV) = 6.03
- charge = +1

Q) DFT (wB97M-V/def2-TZVPD) results for a cluster of 2 separate species, C20H20F3 in total.

The geometry in XYZ format:
```
43
Properties=species:S:1:pos:R:3:mulliken_charge:R:1
C 2.71070 -2.30861 2.89341 -1.130
C 2.53637 -0.99925 2.20434 -0.109
C 1.46938 -0.60937 1.45719 -0.047
C 1.30972 0.79736 1.23797 -0.313
H 0.14362 0.42934 -1.17712 -0.422
C 0.37111 1.74116 1.76948 -0.090
C 0.84487 2.62492 2.67627 -0.097
C 0.04294 3.43325 3.64173 -1.123
H 3.59982 -2.25206 3.54163 0.341
H 1.84443 -2.52889 3.53517 0.337
H 2.85416 -3.12961 2.17566 0.328
H 3.34559 -0.29012 2.40642 0.346
H 0.78593 -1.30898 0.96142 0.415
H 2.06979 1.24311 0.57591 0.465
H -0.65073 1.76187 1.36460 0.385
H 1.92867 2.75227 2.80199 0.338
H 0.72929 3.92909 4.34766 0.335
H -0.54739 4.20692 3.12560 0.329
H -0.62845 2.78367 4.22731 0.334
F -4.34764 -0.54457 0.80249 -0.312
C -3.69459 0.27164 -0.09839 0.405
C -4.16982 1.56466 -0.28880 -0.804
C -3.42759 2.35770 -1.16753 0.473
F -3.82599 3.66503 -1.32612 -0.313
C -2.29438 1.90618 -1.81954 -0.944
C -1.83422 0.60310 -1.58582 1.120
C -0.42923 0.28522 -2.05766 -0.588
C 0.08855 -1.05167 -2.51003 1.215
C 1.19551 -1.02035 -3.37176 -0.974
C 1.95131 -2.16584 -3.60006 -0.405
C 1.63168 -3.37089 -2.94411 -0.633
C 0.53296 -3.37151 -2.09025 0.271
F 0.25500 -4.51522 -1.37169 -0.312
C -0.25967 -2.24869 -1.88447 -0.641
C -2.54902 -0.22607 -0.71361 -0.690
H -5.02353 1.94370 0.26638 0.488
H -1.72526 2.58248 -2.44909 0.444
H -0.13475 1.06572 -2.77010 0.444
H 1.50070 -0.07559 -3.81990 0.379
H 2.80284 -2.14040 -4.28989 0.385
H 2.25957 -4.26409 -3.04037 0.436
H -1.07615 -2.31810 -1.18961 0.506
H -2.18612 -1.20850 -0.44668 0.431
```

Summary:
- LUMO level (eV) = -6.3
- HOMO (eV) = -11.83
- HOMO-LUMO gap (eV) = 5.53
- charge = +1

Stability ranking, top and bottom: P) is the most stable and Q) is the least stable.

P) DFT (wB97M-V/def2-TZVPD) results for a cluster of 19 separate species, H39O19 in total.

The geometry in XYZ format:
```
58
Properties=species:S:1:pos:R:3:mulliken_charge:R:1
O -1.50631 3.12324 0.58722 -0.584
H -2.28406 2.75070 1.01151 0.362
H -1.59830 4.08365 0.62473 0.267
O -1.69423 -0.13950 -3.31202 -0.689
H -1.63193 -0.19103 -2.32953 0.299
H -2.49482 -0.65746 -3.49416 0.312
O 0.13755 0.87995 4.28380 -0.713
H 1.04566 1.06912 4.64562 0.327
H 0.22836 1.39441 3.46335 0.377
O 0.29589 1.17153 -4.44910 -0.722
H -0.62048 1.29436 -4.14559 0.414
H 0.75872 1.41087 -3.64129 0.422
O -1.75794 -4.30264 0.62517 -0.679
H -1.18592 -3.87384 1.28470 0.368
H -2.39004 -4.93790 0.95776 0.286
O -0.79658 1.32994 -1.09368 -0.599
H -0.72611 1.78976 -0.25309 0.203
H -1.49258 1.59352 -1.69338 0.221
O 1.07809 -1.65892 3.65845 -0.695
H 0.37563 -1.02494 3.91756 0.365
H 1.95224 -1.20623 3.50629 0.292
O -1.25041 0.36755 1.31386 -0.216
H -0.32686 0.22402 1.59106 0.149
O 2.20306 2.67570 -0.06155 -0.708
H 1.88301 2.49876 0.87734 0.258
H 2.05882 3.62960 -0.06510 0.278
O 2.72991 -2.01534 0.17600 -0.654
H 3.45113 -2.63005 0.24931 0.279
H 1.94063 -3.30156 -2.34665 0.286
O 0.06832 -3.07600 1.68046 -0.611
H -0.60532 -3.35987 2.31110 0.259
H 0.66467 -2.63500 2.40277 0.384
O 0.66471 2.86282 2.02043 -0.749
H 0.60162 3.58072 2.63662 0.292
H -0.21912 2.80466 1.60660 0.472
O 0.79957 -0.65379 -1.34468 -0.212
H 1.87692 -2.50447 0.43069 0.365
H 0.11898 0.11456 -1.55539 -0.030
O 3.04656 0.24152 1.77904 -0.608
H 2.71662 0.89960 0.99441 0.307
H 3.25347 -0.46605 1.13621 0.412
O -3.07969 -1.69788 0.90019 -0.651
H -3.35966 -1.38419 1.78452 0.295
H -3.47427 -2.58642 0.71385 0.275
O -3.81623 2.09208 1.59925 -0.692
H -3.71572 1.15073 1.65051 0.287
H -4.62427 2.22689 1.05968 0.325
O 0.35614 -1.44920 -4.40233 -0.616
H 0.28617 -0.35037 -4.53318 0.512
H -0.55344 -1.57214 -3.75418 0.503
O 1.35422 -2.50896 -2.38153 -0.658
H 1.69569 -1.85362 -1.71117 0.405
H 1.06561 -1.79869 -3.63778 0.567
O 2.10921 2.10027 -2.60913 -0.684
H 2.39328 2.98863 -2.87593 0.270
H 2.00769 2.17901 -1.63238 0.434
H 1.60366 -0.17589 -1.47077 0.378
H -1.61756 -0.51623 1.31353 0.261
```

Summary:
- LUMO level (eV) = -2.7
- HOMO (eV) = -13.15
- HOMO-LUMO gap (eV) = 10.50
- charge = +1

Q) DFT (wB97M-V/def2-TZVPD) results for a cluster of 19 separate species, H39O19 in total.

The geometry in XYZ format:
```
58
Properties=species:S:1:pos:R:3:mulliken_charge:R:1
O -1.36791 -0.41657 -2.89903 -0.541
H -1.10415 -2.74426 -0.91164 0.394
H -1.75209 -1.03081 -3.52891 0.245
O 0.91846 -2.27331 1.36347 -0.652
H 0.12919 -1.94156 0.91387 0.337
H 0.73623 1.36019 3.55445 0.477
O -4.15753 -0.95973 -1.02141 -0.577
H -4.25023 0.73288 1.97928 0.303
H -0.36395 -2.85559 -2.29748 0.291
O 0.10276 2.62615 3.60936 -0.582
H 1.84602 -4.04881 -0.99989 0.333
H -5.05334 -1.10992 -0.73555 0.289
O 2.73890 -0.12080 1.62684 -0.618
H 3.68807 -0.16461 1.76933 0.338
H -1.98824 -3.14275 1.03025 0.272
O -1.81989 -2.19887 0.92394 -0.539
H 0.51835 0.03760 2.94859 0.443
H 1.72793 3.65525 -2.04708 0.325
O 2.42820 -4.64724 -0.53444 -0.604
H 0.57078 -1.38187 -2.35036 0.120
H 0.61490 -2.37674 2.27350 0.270
O -1.21856 -2.83014 -1.85223 -0.559
H 2.24140 -0.95997 1.58823 0.366
O 3.44214 -0.57426 -2.42026 -0.545
H 4.17477 0.04682 -2.34330 0.287
H 2.93633 -0.15097 -1.70883 0.216
O -2.40437 3.61519 1.59343 -0.619
H -0.83915 2.69266 3.43541 0.342
H 1.67116 0.48304 -3.28954 0.407
O 0.88538 -0.66072 -1.79380 -0.172
H -3.56332 -0.44249 -0.48921 0.291
H -1.61325 4.15417 1.66931 0.272
O -4.12802 -0.19008 1.72926 -0.570
H -4.31371 -0.72310 2.50887 0.288
H -2.28893 3.03050 0.83494 0.374
O -1.19504 0.36089 2.55030 -0.597
H -2.66556 -1.74943 1.03236 0.190
H -1.01585 3.09531 -0.96765 0.279
O 1.23345 0.42182 3.49765 -0.533
H 2.05160 0.30277 2.81810 0.621
H 2.21188 1.23053 -4.44697 0.255
O 1.87109 2.77333 1.44159 -0.528
H 2.72574 3.18356 1.33128 0.260
H 2.11701 -4.80626 0.35438 0.302
O -1.41119 2.22835 -0.81490 -0.549
H 1.02043 3.09697 1.16440 0.280
H -0.91367 1.68779 -1.44133 0.226
O 1.09052 4.24406 -1.63991 -0.615
H -2.08304 0.15929 -2.61975 0.219
H 1.32570 4.42492 -0.73106 0.271
O 1.62128 1.36748 -3.69945 -0.619
H -1.69899 -0.26901 3.07877 0.254
H 0.68548 3.37153 3.46364 0.333
O 1.64430 -3.11932 -2.96017 -0.614
H 1.46945 -3.99889 -2.62498 0.269
H 2.54351 -2.92641 -3.23011 0.251
H -1.85123 0.62767 1.89178 0.181
H 0.07881 -0.19626 -1.57738 0.162
```

Summary:
- LUMO level (eV) = -3.2
- HOMO (eV) = -12.81
- HOMO-LUMO gap (eV) = 9.66
- charge = +1

Stability ranking, top and bottom: Q) is the most stable and P) is the least stable.

P) DFT (wB97M-V/def2-TZVPD) results for an isolated molecule of C6H9P.

The geometry in XYZ format:
```
16
Properties=species:S:1:pos:R:3:mulliken_charge:R:1
C 0.31403 -1.33881 -0.18927 -0.414
C -0.65081 -0.52082 0.12034 0.504
C -0.24836 0.83311 0.56886 -0.952
C 1.91710 0.84509 -0.83373 -0.886
C 1.40450 0.96264 0.59296 -0.379
C -2.12710 -0.88578 0.05592 -1.282
P 2.06707 -0.73927 0.20058 -0.096
H 0.05125 -2.36310 -0.46907 0.367
H -0.54231 1.52274 -0.23064 0.285
H -0.75970 1.02329 1.46601 0.476
H 1.12995 0.81903 -1.56084 0.270
H 2.72510 1.36124 -1.20639 0.382
H 1.90973 1.47695 1.22474 0.716
H -2.59289 -0.29055 -0.79377 0.282
H -2.50592 -0.78241 1.05208 0.340
H -2.09164 -1.92335 0.00222 0.388
```

Summary:
- LUMO level (eV) = 1.0
- HOMO (eV) = -8.69
- HOMO-LUMO gap (eV) = 9.73

Q) DFT (wB97M-V/def2-TZVPD) results for an isolated molecule of C6H9P.

The geometry in XYZ format:
```
16
Properties=species:S:1:pos:R:3:mulliken_charge:R:1
C 1.49719 0.40229 0.00978 -0.468
C 0.99090 1.56112 -0.12983 0.321
C 0.95197 -1.01619 -0.33247 -0.479
C 0.32957 2.64218 -0.39334 -0.825
C -0.46607 -1.32130 0.24234 -0.249
C -1.53981 -0.62482 -0.47653 -0.410
P -2.82828 0.26195 0.09988 -0.132
H 2.33200 0.43813 0.61188 0.331
H 0.91077 -1.10598 -1.48430 0.269
H 1.68574 -1.62852 0.15468 0.306
H -0.25903 3.16047 0.39544 0.244
H 0.69951 3.22799 -1.21163 0.259
H -0.69297 -2.45400 0.05514 0.218
H -0.47895 -1.08567 1.41948 0.269
H -1.58727 -0.54878 -1.53414 0.349
H -2.86803 0.24242 1.61022 -0.002
```

Summary:
- LUMO level (eV) = 0.4
- HOMO (eV) = -9.01
- HOMO-LUMO gap (eV) = 9.37

R) DFT (wB97M-V/def2-TZVPD) results for an isolated molecule of C6H9P.

The geometry in XYZ format:
```
16
Properties=species:S:1:pos:R:3:mulliken_charge:R:1
C 1.15945 -1.33081 -0.76270 -0.284
C 0.63863 -0.09332 -1.03136 -0.509
C 0.99042 -2.05911 0.43879 -0.236
C -1.60391 1.10571 1.64124 -0.712
C -0.14973 -2.17228 1.10807 -0.615
C -0.21645 2.63872 -0.26094 -0.976
P -0.49115 0.93720 0.38902 0.629
H 1.69837 -1.66229 -1.58211 0.417
H 0.70034 0.50695 -1.91297 0.285
H 1.93364 -2.48024 0.73594 0.326
H -1.90736 0.22326 2.04040 0.283
H -1.06024 -1.58022 0.80028 0.277
H -0.23051 -2.80057 2.02435 0.201
H 0.03335 2.49166 -1.26114 0.299
H 0.60738 3.12763 0.31416 0.287
H -0.99643 3.39474 -0.24553 0.327
```

Summary:
- LUMO level (eV) = 0.0
- HOMO (eV) = -8.43
- HOMO-LUMO gap (eV) = 8.46

Stability ranking, top and bottom: P) is the most stable and R) is the least stable.

P) DFT (wB97M-V/def2-TZVPD) results for an isolated molecule of C2HN5O.

The geometry in XYZ format:
```
9
Properties=species:S:1:pos:R:3:mulliken_charge:R:1
C 0.63324 -0.85523 -0.58478 0.822
C -0.44800 0.69569 0.97857 0.125
H -0.47920 0.79677 2.03310 0.378
N 1.37202 -0.05722 -0.16584 0.053
N 0.89182 0.86061 0.58235 -0.358
N -1.28885 0.32166 0.14601 -0.198
N -1.01756 0.39800 -1.20508 -0.018
N -0.05982 -0.13443 -1.62091 -0.262
O 0.39635 -2.02585 -0.16343 -0.541
```

Summary:
- LUMO level (eV) = -1.9
- HOMO (eV) = -10.41
- HOMO-LUMO gap (eV) = 8.51

Q) DFT (wB97M-V/def2-TZVPD) results for an isolated molecule of C2HN5O.

The geometry in XYZ format:
```
9
Properties=species:S:1:pos:R:3:mulliken_charge:R:1
C 1.31581 0.16355 -0.14274 0.719
C -1.10913 -0.38227 0.46612 0.044
H -1.84683 -0.86965 1.17070 0.355
N 0.80538 -1.13345 -0.71927 -0.159
N -0.37007 -1.33536 -0.22775 -0.074
N -1.26827 0.88709 0.16046 -0.086
N -0.46736 1.44286 -0.69582 -0.182
N 0.76752 1.17244 -0.74987 -0.120
O 2.17296 0.05479 0.73817 -0.496
```

Summary:
- LUMO level (eV) = -2.1
- HOMO (eV) = -10.56
- HOMO-LUMO gap (eV) = 8.41

Stability ranking, top and bottom: Q) is the most stable and P) is the least stable.

P) DFT (wB97M-V/def2-TZVPD) results for the ion CH2O3PS with charge -1.

The geometry in XYZ format:
```
8
Properties=species:S:1:pos:R:3:mulliken_charge:R:1
C -0.73983 -0.77796 0.90356 0.512
O -1.05809 0.19600 1.58096 -0.699
O -0.67728 -1.97119 1.08476 -0.616
O -0.55101 1.42866 -0.60153 -0.452
P -0.24404 -0.12756 -0.94498 0.059
S 1.86467 -0.26315 -0.57324 -0.306
H -0.79880 1.42232 0.36205 0.411
H 2.20436 0.09289 -1.81159 0.091
```

Summary:
- LUMO level (eV) = 3.5
- HOMO (eV) = -3.91
- HOMO-LUMO gap (eV) = 7.38
- charge = -1

Q) DFT (wB97M-V/def2-TZVPD) results for the ion CH2O3PS with charge -1.

The geometry in XYZ format:
```
8
Properties=species:S:1:pos:R:3:mulliken_charge:R:1
C 0.47832 -0.66110 -0.98744 0.498
O 1.32772 -1.25387 -0.33120 -0.571
O 0.35195 -0.43377 -2.16693 -0.638
O -0.27170 -0.82071 1.45724 -0.587
P -0.97828 -0.05848 0.27343 0.047
S -0.55512 1.85629 0.98881 -0.319
H 0.69577 -1.16915 0.83885 0.458
H -1.04867 2.54079 -0.07277 0.114
```

Summary:
- LUMO level (eV) = 3.5
- HOMO (eV) = -3.44
- HOMO-LUMO gap (eV) = 6.91
- charge = -1

R) DFT (wB97M-V/def2-TZVPD) results for a cluster of 2 separate species, CH2O3PS in total.

The geometry in XYZ format:
```
8
Properties=species:S:1:pos:R:3:mulliken_charge:R:1
C 1.17049 0.80985 -0.31900 0.593
O 1.56700 0.85297 1.08564 -0.485
O 1.39174 1.73748 -1.04682 -0.483
O 0.75963 -1.78097 0.29516 -0.502
P 0.47120 -0.83703 -0.83611 0.289
S -2.94557 -0.11384 0.16523 -0.758
H 1.38832 -0.00264 1.47346 0.356
H -3.80282 -0.66582 -0.81756 -0.009
```

Summary:
- LUMO level (alpha / beta) (eV) = 2.1 / 2.1
- HOMO (alpha / beta) (eV) = -3.56 / -3.55
- HOMO-LUMO gap (alpha / beta) (eV) = 5.65 / 5.63
- charge = -1

Stability ranking, top and bottom: P) is the most stable and R) is the least stable.